Computed, not measured: the ion C10H17O2 with charge +1 at a distorted geometry, with ωB97M-V/def2-TZVPD.

Results
Net charge: +1
Energy relative to the best compared isomer or geometry (same formula, charge and spin), eV: 2.184
Spin multiplicity: 1
Frontier orbital gap (alpha / beta), eV: 7.47 / 7.47
LUMO level (alpha / beta), Eh: -0.21498 / -0.21499
Maximum force, eV Å⁻¹: 6.02
Total energy, hartree: -541.31774

```
29
Properties=species:S:1:pos:R:3:forces:R:3:mulliken_charge:R:1
C -0.36508 0.87450 0.06087 -2.25 -1.25 0.46 -0.037
C -1.34067 -0.05805 0.04665 -0.39 0.91 0.12 0.237
C -3.67327 -0.45941 0.59113 -2.00 5.67 0.25 -0.061
C -1.00491 -1.47514 -0.21898 0.12 1.45 -2.50 -1.048
C 0.54259 -1.29950 -0.53157 0.01 -0.74 -1.09 0.110
C 0.91816 0.18117 -0.20375 1.45 1.16 0.56 1.520
C 1.47306 -2.32742 0.19163 1.11 -0.31 0.37 -1.375
C 1.72604 0.79265 -1.36213 -0.08 -0.51 -0.48 -1.640
C 1.82329 0.42248 1.02378 -0.73 -0.51 -0.21 -2.346
C -0.58340 2.29309 0.49386 2.22 0.30 -1.04 -0.501
O -1.53373 2.94992 -0.33120 -0.65 0.41 -0.46 -0.548
O -2.71949 0.35015 0.38357 0.78 -2.19 0.36 -0.181
H -4.60876 0.21553 0.89794 1.81 -2.01 -0.48 0.281
H -3.82261 -1.47823 0.38134 0.87 -1.55 -0.18 0.397
H -1.13579 -2.05628 0.64040 -0.50 -1.28 1.22 0.511
H -1.63814 -1.80297 -1.12244 1.11 -0.19 1.35 0.393
H 0.62632 -1.35112 -1.66740 0.06 -0.38 1.48 0.401
H 1.73270 -1.90111 1.25481 -0.37 -1.27 -2.14 0.306
H 2.43647 -2.55495 -0.42491 -1.49 0.90 1.25 0.309
H 1.06455 -3.36421 0.32368 -0.15 1.11 -0.13 0.423
H 2.71109 0.27655 -1.38641 -0.64 0.37 -0.22 0.393
H 1.89148 1.88276 -1.42837 -0.20 -0.46 0.62 0.326
H 1.12113 0.50918 -2.20408 0.30 0.10 -1.09 0.551
H 2.15604 1.45754 1.01503 -0.04 -0.04 0.39 0.478
H 2.66123 -0.23624 0.94538 0.83 -0.03 -0.14 0.631
H 1.31537 0.11056 1.92317 -0.13 0.39 0.64 0.482
H 0.44920 2.74505 0.44919 -1.05 0.14 -0.11 0.317
H -0.80389 2.29853 1.59216 -0.66 0.34 -1.11 0.316
H -1.41898 3.00498 -1.33335 0.67 -0.52 2.30 0.356
```
Forces are in eV/Å.